1.
Below is C4H8N4 in the gas phase in a non-equilibrium geometry, with properties calculated with ωB97M-V/def2-TZVPD.

Each line ends with the Mulliken charge.
Positions of all 16 atoms, in Å:
C1 -0.85385 -3.43710 -0.69722  -0.32
N1 -0.48621 -2.56624 -1.53371  -0.73
N2 -0.00116 -1.37073 -1.17085  0.22
C2 -0.30497 -0.73434 0.00912  0.30
C3 0.13136 0.51719 0.27206  -0.50
N3 -0.19722 1.05223 1.49027  0.04
N4 -0.00752 2.23925 1.73305  -0.61
C4 0.71393 3.07107 0.76871  -0.79
H1 -1.31431 -4.37446 -1.02304  0.29
H2 -0.47765 -3.36599 0.43072  0.26
H3 0.41205 -0.80116 -1.93917  0.27
H4 -1.04724 -1.24319 0.69325  0.40
H5 0.75949 1.02050 -0.47526  0.22
H6 1.72934 2.69501 0.40730  0.26
H7 0.81751 4.06280 1.18719  0.30
H8 0.12644 3.23515 -0.15242  0.38

Properties
Highest occupied orbital energy = -0.304 Eh
Energy above the lowest of the compared OMol25 structures with the same formula, charge and spin = 97.5 kcal/mol
Lowest unoccupied orbital energy = 0.18 eV
Kohn-Sham gap = 8.46 eV

---

2.
Below is a molecular structure, C8H21ClIOP2Pr in a non-equilibrium geometry, with properties calculated with ωB97M-V/def2-TZVPD.

Each line ends with the Mulliken charge.
Positions of all 35 atoms, in Å:
C1 0.27903 -0.04033 -3.59492  -0.75
I1 -1.55286 -0.34977 -2.37079  0.21
H1 1.19893 0.06166 -3.02356  0.24
H2 0.07438 0.86403 -4.16588  0.37
H3 0.31036 -0.91271 -4.24145  0.37
Pr1 0.70259 -0.15648 -0.30944  0.67
P1 0.06185 2.83768 0.22969  0.77
C2 -1.53508 3.68180 0.00404  -1.19
C3 0.64611 3.72816 1.71732  -1.29
H4 0.67994 4.80240 1.52141  0.42
H5 0.93160 4.88987 -0.90298  0.40
H6 1.64229 3.40242 2.01498  0.38
H7 2.13597 3.56247 -0.82073  0.40
H8 -2.19022 3.45050 0.84942  0.39
H9 -0.01712 3.54961 2.56117  0.39
C4 1.07520 3.79868 -0.99803  -1.22
H10 -1.39557 4.76847 -0.04649  0.39
H11 0.82314 3.48886 -2.02160  0.35
H12 -2.03082 3.34696 -0.91153  0.35
P2 0.06012 -2.84486 0.62813  0.73
C5 -1.54051 -3.69313 0.56187  -1.15
C6 1.10259 -3.89148 -0.45988  -1.23
H13 1.67851 -3.03126 2.42708  0.38
H14 0.72721 -4.54623 2.16228  0.45
H15 -0.01212 -3.13963 3.02163  0.37
C7 0.68249 -3.45031 2.23261  -1.28
H16 2.14230 -3.56647 -0.28548  0.41
H17 0.97484 -4.95590 -0.20623  0.42
H18 -1.32682 -4.76290 0.72179  0.41
H19 -1.98725 -3.51247 -0.42817  0.34
H20 0.80902 -3.69809 -1.50075  0.36
H21 -2.16099 -3.27913 1.37422  0.40
C8 -1.63514 -0.25509 0.99161  0.22
O1 -2.77922 -0.29016 1.12396  -0.12
Cl1 1.42526 0.14281 2.14474  -0.36

Properties
Highest occupied orbital energy (alpha / beta) = -0.588 / -0.588 Eh
2S+1 = 3
Charge = +2
Energy above the lowest of the compared OMol25 structures with the same formula, charge and spin = 0.0 kcal/mol
Expectation value of S² = 2.0046
Lowest unoccupied orbital energy (alpha / beta) = -7.81 / -7.44 eV
Kohn-Sham gap (alpha / beta) = 8.20 / 8.57 eV

---

3.
Below is a molecular structure, C30H45BCoN9OS3, with properties calculated with ωB97M-V/def2-TZVPD.

Each line ends with the Mulliken charge.
Positions of all 90 atoms, in Å:
Co1 -0.55910 0.35485 -0.30030  0.89
C1 -4.04427 -2.02289 -1.57474  -1.83
C2 -2.98791 -2.99230 -1.04788  0.59
C3 -3.13220 -3.13807 0.46362  -1.12
C4 -1.56121 -2.72902 -1.49062  0.13
C5 -0.91988 -3.61138 -2.37566  -1.39
C6 0.37130 -3.15236 -2.47444  -0.69
N1 0.48208 -2.07274 -1.69133  1.35
N2 -0.69448 -1.78649 -1.07870  0.17
B1 1.76414 -1.23701 -1.54084  -0.01
N3 1.65955 0.06714 -2.32525  -0.55
C7 2.40991 0.51305 -3.34256  -0.61
C8 1.87682 1.70801 -3.76894  -1.28
C9 0.76724 1.92907 -2.93065  -0.41
N4 0.64997 0.92175 -2.06649  1.21
C10 -0.18764 3.08623 -3.00342  1.99
C11 0.54768 4.42644 -3.01452  -1.19
C12 -1.06327 2.97627 -4.25453  -1.74
N5 2.04807 -0.91746 -0.06240  0.29
C13 3.19202 -1.20864 0.56779  -0.89
C14 3.18155 -0.59016 1.78947  -1.37
C15 1.95612 0.09830 1.84125  -0.86
N6 1.26972 -0.10400 0.70933  1.80
C16 1.55274 0.87533 3.07064  1.39
C17 2.60597 1.94988 3.37132  -1.32
C18 0.17186 1.49704 3.07028  -1.45
H1 -5.03229 -2.47089 -1.43911  0.54
H2 -4.01767 -1.07734 -1.03981  0.30
H3 -3.90843 -1.79893 -2.63338  0.40
H4 -3.20477 -3.96713 -1.49784  0.23
H5 -2.74834 -2.26068 0.97993  -0.06
H6 -4.18757 -3.26146 0.72059  0.59
H7 -2.59237 -4.01408 0.83215  0.23
H8 -1.36187 -4.46197 -2.86601  0.51
H9 1.22303 -3.51545 -3.02497  0.50
H10 2.68167 -1.88558 -1.98124  -0.29
H11 3.25909 -0.05481 -3.68600  0.52
H12 2.22515 2.33247 -4.57393  0.48
H13 -0.82289 3.04469 -2.12101  -0.63
H14 1.24626 4.48673 -3.85379  0.29
H15 -0.16974 5.24317 -3.11559  0.46
H16 1.10831 4.58243 -2.09527  -0.13
H17 -0.45231 3.08726 -5.15571  0.40
H18 -1.57083 2.01377 -4.29134  0.28
H19 -1.82859 3.75420 -4.25583  0.44
H20 3.92867 -1.83126 0.08718  0.49
H21 3.93949 -0.62694 2.55323  0.52
H22 1.59539 0.14317 3.88821  0.31
H23 2.60184 2.69890 2.57914  -0.03
H24 2.37201 2.44867 4.31437  0.44
H25 3.61254 1.53532 3.44269  0.40
H26 0.12210 2.32232 2.36213  0.16
H27 -0.60089 0.77811 2.80664  0.09
H28 -0.04481 1.89124 4.06665  0.44
S1 -1.83875 2.01807 0.76680  -0.67
C19 -2.70375 2.13107 -0.70316  0.47
S2 -2.35552 0.79588 -1.70557  -0.68
C20 -3.52597 3.19669 -1.04696  0.76
C21 -3.63683 4.34678 -0.21755  -0.08
N7 -3.72352 5.29488 0.43515  -0.64
C22 -4.22965 3.21333 -2.28221  -0.16
N8 -4.80682 3.23979 -3.28188  -0.67
C23 2.96061 5.03741 0.03340  -1.33
C24 2.09273 3.86848 0.10001  0.48
N9 1.40862 2.94874 0.15392  -0.18
H29 3.69436 4.99821 0.83723  0.37
H30 2.36530 5.94337 0.13505  0.32
H31 3.47828 5.05821 -0.92436  0.32
C25 -3.26376 -2.64821 4.06887  -1.13
C26 -2.12894 -3.66876 4.09026  -0.16
C27 -0.74179 -3.04447 4.21947  -1.22
S3 -0.05810 -2.22803 2.75848  0.65
O1 -1.13957 -1.40698 2.13711  -0.80
C28 0.19438 -3.66174 1.69456  0.34
C29 1.57503 -4.27409 1.89302  -0.06
C30 1.87368 -5.30167 0.80713  -1.38
H32 -4.21561 -3.13846 3.86027  0.35
H33 -3.09412 -1.88611 3.31235  0.11
H34 -3.34860 -2.14987 5.03755  0.40
H35 -2.17658 -4.29840 3.19840  0.20
H36 -2.26496 -4.33763 4.94591  0.41
H37 0.02284 -3.78225 4.48462  0.47
H38 -0.74178 -2.27615 4.99645  0.51
H39 0.09443 -3.23665 0.69330  -1.32
H40 -0.60304 -4.39245 1.83706  0.89
H41 1.64242 -4.74530 2.87898  0.34
H42 2.32175 -3.47773 1.86585  0.05
H43 1.14242 -6.11300 0.81731  0.35
H44 2.86450 -5.74049 0.93493  0.42
H45 1.83236 -4.83442 -0.17893  0.20

Properties
Highest occupied orbital energy (alpha / beta) = -0.165 / -0.165 Eh
2S+1 = 2
Charge = -1
Expectation value of S² = 1.0812
Lowest unoccupied orbital energy (alpha / beta) = 2.05 / 2.05 eV
Kohn-Sham gap (alpha / beta) = 6.53 / 6.55 eV